Computed, not measured: 8 unconnected molecules or ions with the total composition C6H27NO8 in a non-equilibrium geometry, with the ωB97M-V functional and the def2-TZVPD basis.

Computed properties:
* SMILES: C=C(C)C[C@@H](N)CO.O.O.O.O.O.O.O
* HOMO level: -9.14 eV
* ΔE to the lowest compared entry with this formula, charge and spin: 89.77 kcal per mole

Atoms and positions in Å:
C: -0.6687 1.2996 0.6651
O: -1.4505 2.4503 0.4803
C: -0.9468 0.2589 -0.3631
C: 0.3291 -0.5746 -0.6696
C: 0.3146 -1.2459 -1.9740
C: 0.5568 -0.7745 -3.1903
C: -0.0157 -2.7370 -1.9545
N: -2.1638 -0.4774 -0.0295
H: 0.4559 1.5728 0.6995
H: -0.9398 0.9952 1.7004
H: -2.2816 2.0961 0.1067
H: -1.1606 0.8519 -1.3781
H: 1.2459 0.0648 -0.6522
H: 0.3861 -1.3595 0.0850
H: 0.5520 -1.3018 -4.1223
H: 0.7750 0.3189 -3.1894
H: -0.0777 -3.0748 -3.0078
H: -1.0839 -2.9240 -1.6363
H: 0.4579 -3.3498 -1.1854
H: -2.2940 -1.1346 -0.7890
H: -2.0118 -0.9673 0.8350
H: -0.3399 -2.9974 1.3531
H: -1.4859 -4.1170 1.1524
O: -0.9638 -3.4243 0.7444
H: 1.4411 3.9776 -0.4053
H: 1.9732 3.6138 -1.8072
O: 1.4614 3.2554 -1.0744
H: -2.7097 -0.7267 -2.9072
H: -1.7036 -1.2803 -3.9400
O: -2.3721 -0.6078 -3.7972
H: -1.0453 -1.4881 2.3459
H: -0.1091 -0.6913 3.4174
O: -0.7076 -1.4350 3.2345
H: 0.9870 3.1685 2.2520
H: 1.3588 2.4557 1.0404
O: 1.8157 2.7956 1.9139
H: 4.0588 0.4163 1.1532
H: 2.7176 0.7970 0.6141
O: 3.1499 0.1009 1.1173
H: 1.3128 1.4692 2.9508
H: 1.8352 0.0927 3.1239
O: 1.0232 0.5996 3.2781

Löwdin population analysis, charges in e, atoms 1 to 6: -0.268, -0.056, -0.364, -0.119, -0.380, 0.019